[1]
C51H125N11O5 | ωB97M-V with the def2-TZVPD basis set

Cartesian coordinates (Å):
1 C 1.3386 6.4546 2.6581
2 C 2.8612 6.5742 2.9171
3 N 3.7068 5.9120 1.8794
4 C 5.1571 6.0837 2.2227
5 C 5.6757 7.5276 2.2233
6 C 3.3358 4.4870 1.8150
7 C 4.1135 3.7729 0.6686
8 H 0.8501 7.2756 3.1831
9 H 0.9448 5.5830 3.1808
10 H 0.9713 6.4226 1.6324
11 H 3.1436 7.6267 2.9419
12 H 3.0030 6.0911 3.8838
13 H 5.3054 5.6398 3.2071
14 H 5.8171 5.5548 1.5352
15 H 5.2654 8.0295 3.0996
16 H 6.7633 7.5983 2.2335
17 H 5.2171 8.0217 1.3667
18 H 2.2619 4.3818 1.6609
19 H 3.4666 4.0585 2.8087
20 H 5.2007 3.8501 0.6817
21 H 3.9326 4.2138 -0.3116
22 H 3.9889 2.6916 0.6111
23 C 1.0347 -3.3412 1.8023
24 C 1.4649 -4.7251 1.4779
25 N 1.9682 -5.4871 2.5978
26 C 3.2199 -4.9951 3.1645
27 C 3.7560 -5.8070 4.3051
28 C 1.9320 -6.9234 2.2353
29 C 3.0095 -7.3611 1.1723
30 H 0.5171 -2.8943 0.9535
31 H 1.8996 -2.6864 1.9084
32 H 0.3768 -3.3376 2.6714
33 H 0.5886 -5.2045 1.0416
34 H 2.1769 -4.7094 0.6527
35 H 4.0521 -4.9191 2.4646
36 H 3.0312 -3.9819 3.5193
37 H 3.0099 -6.0773 5.0523
38 H 4.3237 -6.6375 3.8855
39 H 4.5501 -5.2015 4.7421
40 H 0.9525 -7.2132 1.8547
41 H 2.0887 -7.4700 3.1652
42 H 4.0350 -7.0436 1.3611
43 H 2.6541 -7.0866 0.1791
44 H 3.0722 -8.4483 1.2197
45 C -4.2234 -0.0922 -0.5979
46 C -3.6316 -1.5051 -0.4469
47 N -4.4014 -2.3640 0.4976
48 C -4.0048 -3.7608 0.5750
49 C -2.5519 -4.0577 0.9517
50 C -4.4210 -1.7960 1.8455
51 C -5.3006 -2.5002 2.8477
52 H -5.2974 -0.1374 -0.7787
53 H -3.8141 0.4104 -1.4743
54 H -4.0385 0.4278 0.3420
55 H -3.5937 -2.0117 -1.4113
56 H -2.6071 -1.2249 -0.2019
57 H -4.7075 -4.3601 1.1539
58 H -4.0527 -4.1365 -0.4471
59 H -2.3367 -3.6319 1.9317
60 H -2.3658 -5.1299 0.8896
61 H -1.8893 -3.5732 0.2346
62 H -4.8721 -0.8048 1.8905
63 H -3.4038 -1.6896 2.2226
64 H -5.3704 -1.8542 3.7229
65 H -4.8839 -3.4388 3.2129
66 H -6.3143 -2.6765 2.4880
67 C 1.4199 3.0892 4.7723
68 C 2.4294 1.9783 4.9685
69 N 2.0021 0.7439 4.3189
70 C 3.1686 -0.0539 3.8803
71 C 3.8979 0.6195 2.7296
72 C 1.1679 -0.0276 5.2454
73 C 0.5652 -1.2792 4.5598
74 H 1.5665 3.9879 5.3714
75 H 0.4221 2.6791 4.9283
76 H 1.4322 3.4554 3.7457
77 H 3.3600 2.4292 4.6240
78 H 2.6189 1.8163 6.0296
79 H 2.8606 -1.0235 3.4891
80 H 3.8784 -0.2655 4.6801
81 H 4.3995 1.5484 3.0010
82 H 3.1772 0.9058 1.9637
83 H 4.5505 -0.0162 2.1312
84 H 1.8201 -0.3347 6.0630
85 H 0.3442 0.5520 5.6619
86 H -0.1936 -1.7313 5.1985
87 H -0.0222 -1.0162 3.6802
88 H 1.2824 -2.0602 4.3075
89 C -4.3587 5.3189 2.7126
90 C -5.0361 3.9572 2.2958
91 N -5.0796 3.0952 3.4733
92 C -3.8020 2.8035 4.1113
93 C -2.8090 1.9045 3.3492
94 C -5.7777 1.8606 3.0338
95 C -6.1262 0.8909 4.1252
96 H -4.7474 5.7130 3.6516
97 H -4.6489 6.0753 1.9833
98 H -3.2897 5.1194 2.7867
99 H -6.0711 4.2044 2.0594
100 H -4.4906 3.4962 1.4724
101 H -3.3154 3.7154 4.4575
102 H -3.9443 2.2902 5.0622
103 H -1.9709 1.5500 3.9491
104 H -3.2017 1.0123 2.8617
105 H -2.2433 2.4905 2.6248
106 H -5.2182 1.3567 2.2457
107 H -6.7463 2.1210 2.6073
108 H -5.2223 0.3781 4.4539
109 H -6.8651 0.1279 3.8803
110 H -6.4785 1.3951 5.0251
111 C -1.4654 -4.1851 -2.7542
112 C -1.4752 -4.8656 -4.1438
113 N -1.3557 -3.9373 -5.2663
114 C -2.3584 -2.8304 -5.4110
115 C -3.8103 -3.3114 -5.2804
116 C 0.0082 -3.4613 -5.3232
117 C 0.2988 -2.6851 -6.5930
118 H -1.7919 -4.7939 -1.9111
119 H -2.1079 -3.3088 -2.8404
120 H -0.4587 -3.8611 -2.4899
121 H -0.6483 -5.5751 -4.1121
122 H -2.4096 -5.4253 -4.1845
123 H -2.1818 -1.9766 -4.7569
124 H -2.2885 -2.4079 -6.4133
125 H -4.0187 -4.1042 -5.9988
126 H -4.1312 -3.5549 -4.2676
127 H -4.4027 -2.4684 -5.6361
128 H 0.6785 -4.3076 -5.1726
129 H 0.2567 -2.8837 -4.4329
130 H 1.3296 -2.4175 -6.8253
131 H -0.2657 -1.7527 -6.5963
132 H -0.0052 -3.2175 -7.4943
133 C 1.7633 3.5121 -3.9193
134 N 1.8032 2.0798 -4.3433
135 C 2.7202 1.1779 -4.0389
136 C 2.3833 -0.2321 -4.5119
137 O 3.7908 1.3958 -3.4507
138 H 0.9140 3.6332 -3.2470
139 H 1.7401 4.2053 -4.7602
140 H 2.6586 3.7933 -3.3647
141 H 0.9842 1.7661 -4.8440
142 H 2.4056 -0.9359 -3.6799
143 H 3.1421 -0.5034 -5.2458
144 H 1.4627 -0.3472 -5.0841
145 C -2.3873 4.2321 -4.1397
146 N -2.8102 4.3179 -2.7144
147 C -2.0767 3.8171 -1.7445
148 C -2.4922 4.1482 -0.3713
149 O -1.1339 3.0677 -1.9011
150 H -2.9382 3.5377 -4.7741
151 H -1.3138 4.0431 -4.1485
152 H -2.4803 5.2386 -4.5474
153 H -3.7077 4.7114 -2.4700
154 H -1.9638 4.9958 0.0652
155 H -2.3262 3.2295 0.1913
156 H -3.5199 4.5113 -0.3753
157 C 3.7551 -1.7577 -0.6354
158 N 4.9827 -2.4347 -0.1951
159 C 5.1533 -3.7439 -0.2061
160 C 6.3485 -4.3201 0.4452
161 O 4.3992 -4.5496 -0.8141
162 H 3.5540 -0.9714 0.0921
163 H 2.9408 -2.4663 -0.4839
164 H 3.8758 -1.4198 -1.6646
165 H 5.7632 -1.9445 0.2180
166 H 6.3325 -4.2174 1.5303
167 H 7.2464 -3.7536 0.1986
168 H 6.5720 -5.3256 0.0887
169 C 0.1686 0.5967 -8.1142
170 N -1.2534 0.5930 -7.7287
171 C -1.6251 0.9801 -6.4797
172 C -3.1264 1.0022 -6.2246
173 O -0.8692 1.2967 -5.5921
174 H 0.7739 0.1994 -7.2994
175 H 0.4911 1.6262 -8.2701
176 H 0.2806 -0.0151 -9.0093
177 H -1.9541 0.2299 -8.3591
178 H -3.3232 0.9200 -5.1556
179 H -3.7903 0.4250 -6.8682
180 H -3.3767 2.0441 -6.4242
181 C 0.5137 0.7298 0.6816
182 N -0.0385 0.6671 -0.6214
183 C 0.0127 -0.4614 -1.3362
184 C -0.5330 -0.4174 -2.7714
185 O 0.3922 -1.5458 -0.9991
186 H -0.2541 1.0181 1.3994
187 H 1.2951 1.4897 0.6845
188 H 0.9773 -0.1735 1.0781
189 H -0.3091 1.5533 -1.0233
190 H -1.6086 -0.5861 -2.7187
191 H 0.0032 -1.1473 -3.3780
192 H -0.4406 0.5500 -3.2652

Summary:
SMILES	CCN(CC)CC.CCN(CC)CC.CCN(CC)CC.CCN(CC)CC.CCN(CC)CC.CCN(CC)CC.CNC(C)=O.CNC(C)=O.CNC(C)=O.CNC(C)=O.CNC(C)=O
gap between HOMO and LUMO	7.8	eV
charge	0
multiplicity	1

Here are the Mulliken charges for atoms 1 to 6, given in e: -1.185, -0.278, -0.083, -0.247, -1.399, 0.349


[2]
C51H125N5O29P6 | ωB97M-V with the def2-TZVPD basis set

Cartesian coordinates (Å):
1 C 4.9690 -0.4291 -3.4970
2 C 4.1807 0.7596 -2.9210
3 O 3.1830 0.9963 -3.8724
4 P 2.9563 2.4750 -4.4984
5 O 3.8766 2.8351 -5.5611
6 O 1.3616 2.5874 -4.9381
7 C 0.9604 2.0918 -6.2256
8 C 1.1212 0.5897 -6.1586
9 O 3.2033 3.4871 -3.2146
10 C 2.3883 3.4537 -2.0312
11 C 1.5203 4.6941 -2.0321
12 H 4.5911 -1.4146 -3.2249
13 H 5.1715 -0.4423 -4.5679
14 H 5.9782 -0.4393 -3.0853
15 H 3.7658 0.4423 -1.9643
16 H 4.9304 1.5316 -2.7477
17 H -0.0191 2.4932 -6.4856
18 H 1.5641 2.4727 -7.0494
19 H 2.1698 0.3644 -5.9641
20 H 0.4835 0.2525 -5.3415
21 H 0.7966 0.0090 -7.0220
22 H 1.7166 2.5957 -2.0039
23 H 3.0138 3.4594 -1.1385
24 H 0.9187 4.8722 -2.9234
25 H 0.8452 4.7767 -1.1803
26 H 2.0720 5.6319 -1.9670
27 C -4.3851 9.4478 -1.3931
28 C -2.9150 9.3517 -1.8343
29 O -2.5796 7.9971 -2.2516
30 P -1.9300 6.9131 -1.2516
31 O -2.7578 6.5616 -0.0388
32 O -1.6853 5.5839 -2.2497
33 C -2.7212 4.6369 -2.4794
34 C -1.9741 3.6031 -3.2454
35 O -0.4649 7.5064 -1.0179
36 C 0.2224 7.1486 0.1259
37 C 0.1526 8.2827 1.1848
38 H -4.5273 8.8740 -0.4773
39 H -4.5855 10.5079 -1.2377
40 H -5.0500 9.1444 -2.2018
41 H -2.6279 10.0255 -2.6415
42 H -2.2836 9.6595 -1.0009
43 H -3.1594 4.1880 -1.5880
44 H -3.5274 5.1472 -3.0063
45 H -1.3135 3.0116 -2.6116
46 H -2.6671 2.8840 -3.6822
47 H -1.4664 4.0349 -4.1079
48 H -0.1070 6.1872 0.5200
49 H 1.2334 6.9416 -0.2250
50 H 0.4137 9.2586 0.7755
51 H -0.8245 8.3808 1.6578
52 H 0.9124 8.2310 1.9646
53 C -2.8533 1.7054 4.6714
54 C -1.5331 2.5464 4.7011
55 O -1.7766 3.9336 4.6816
56 P -0.6164 4.9968 4.4885
57 O -1.0106 6.4113 4.4421
58 O 0.1437 4.4257 3.2441
59 C 1.4801 4.7959 2.9948
60 C 2.1755 3.6236 2.2178
61 O 0.3638 4.6811 5.6920
62 C 0.1815 5.2444 6.9984
63 C -0.4148 4.1120 7.8148
64 H -3.4115 1.7273 5.6073
65 H -3.6072 2.0930 3.9863
66 H -2.6523 0.6511 4.4810
67 H -0.8724 2.2877 5.5285
68 H -1.0950 2.1992 3.7654
69 H 1.5519 5.7148 2.4129
70 H 2.0679 5.0092 3.8876
71 H 1.9601 3.4745 1.1597
72 H 3.2518 3.7891 2.1703
73 H 1.9730 2.6989 2.7582
74 H 1.1856 5.4785 7.3521
75 H -0.3290 6.2067 7.0341
76 H 0.0867 3.1555 7.6678
77 H -0.4721 4.3749 8.8711
78 H -1.4166 3.9038 7.4391
79 C 0.2804 -5.4944 -0.6953
80 C 1.1356 -5.9120 -1.8508
81 O 0.4197 -6.5038 -2.8485
82 P 1.0460 -7.8164 -3.5618
83 O 1.5812 -8.8452 -2.5789
84 O -0.1846 -8.3297 -4.5272
85 C -0.9420 -7.4109 -5.2880
86 C -0.1341 -6.9419 -6.4298
87 O 2.0994 -7.1946 -4.5864
88 C 3.2922 -7.9437 -4.8622
89 C 3.1368 -9.0479 -5.9041
90 H 0.8081 -4.7442 -0.1062
91 H -0.6870 -5.1128 -1.0216
92 H -0.0328 -6.3224 -0.0593
93 H 1.6890 -5.0740 -2.2748
94 H 1.8080 -6.6009 -1.3396
95 H -1.8731 -7.9012 -5.5721
96 H -1.2473 -6.6331 -4.5880
97 H -0.8419 -6.5280 -7.1478
98 H 0.5184 -6.1394 -6.0856
99 H 0.4662 -7.7104 -6.9167
100 H 4.0313 -7.2309 -5.2280
101 H 3.7050 -8.2658 -3.9061
102 H 3.1637 -8.5995 -6.8972
103 H 3.9082 -9.7918 -5.7047
104 H 2.2078 -9.6024 -5.7714
105 C -0.0941 -2.2731 -1.5487
106 C 0.5656 -0.9366 -2.0191
107 O -0.1103 -0.0181 -1.2351
108 P 0.5848 0.6132 0.1065
109 O 2.0492 0.8689 0.0862
110 O -0.3046 1.9798 0.2217
111 C -1.7079 1.9037 0.3518
112 C -2.1302 3.2471 0.8850
113 O 0.1001 -0.2553 1.3309
114 C 0.8416 -0.2709 2.5245
115 C 0.0991 -1.2405 3.4848
116 H 0.3257 -3.0987 -2.1233
117 H 0.0961 -2.3971 -0.4826
118 H -1.1744 -2.2369 -1.6896
119 H 1.6443 -0.9715 -1.8664
120 H 0.3795 -0.8207 -3.0868
121 H -2.1784 1.7186 -0.6138
122 H -2.0257 1.0181 0.9021
123 H -1.9958 3.2172 1.9663
124 H -1.4159 4.0078 0.5700
125 H -3.1360 3.4989 0.5488
126 H 1.9173 -0.3008 2.3508
127 H 0.6893 0.7487 2.8784
128 H -0.1211 -2.2239 3.0693
129 H 0.7404 -1.4714 4.3354
130 H -0.7855 -0.7190 3.8503
131 C -0.1880 -3.0887 -5.3764
132 C -1.6717 -2.6024 -5.6011
133 O -1.6363 -1.1455 -5.5688
134 P -2.6639 -0.2042 -6.3890
135 O -2.2617 1.2282 -6.5201
136 O -2.8814 -0.9198 -7.8970
137 C -1.8594 -0.9491 -8.8667
138 C -2.3729 -1.4840 -10.1753
139 O -4.0306 -0.5131 -5.5930
140 C -4.2848 0.0523 -4.3687
141 C -3.4233 -0.5275 -3.2557
142 H -0.2890 -4.1661 -5.2453
143 H 0.3513 -2.9731 -6.3166
144 H 0.2415 -2.5830 -4.5116
145 H -2.0722 -3.0682 -6.5015
146 H -2.3149 -2.9902 -4.8111
147 H -1.4977 0.0685 -9.0142
148 H -0.9418 -1.4411 -8.5441
149 H -3.3005 -0.9889 -10.4625
150 H -1.7228 -1.2926 -11.0291
151 H -2.5004 -2.5663 -10.1543
152 H -4.2397 1.1360 -4.4769
153 H -5.3082 -0.1679 -4.0649
154 H -3.8828 -0.3266 -2.2879
155 H -3.2811 -1.5978 -3.4052
156 H -2.4281 -0.0844 -3.2191
157 C 6.5231 -0.0798 -0.0538
158 N 5.6323 0.0575 1.1210
159 C 5.0609 1.3570 1.1837
160 C 5.2864 -0.9283 1.9345
161 O 4.4963 -0.8220 2.8818
162 H 6.0090 0.0795 -1.0016
163 H 6.9259 -1.0872 -0.1590
164 H 7.3402 0.6143 0.1430
165 H 4.3250 1.3796 1.9875
166 H 5.8219 2.1190 1.3519
167 H 4.5658 1.6150 0.2476
168 H 5.7834 -1.8847 1.7095
169 C -1.5491 -2.1134 7.2811
170 N -1.9291 -1.3429 8.4375
171 C -2.3567 -2.2199 9.5546
172 C -1.8782 0.0087 8.5022
173 O -2.1294 0.6178 9.5539
174 H -1.0739 -1.4894 6.5242
175 H -2.4148 -2.5569 6.7891
176 H -0.7699 -2.7668 7.6737
177 H -1.6689 -3.0361 9.7754
178 H -2.4660 -1.7319 10.5231
179 H -3.2658 -2.6910 9.1808
180 H -1.5508 0.4562 7.5511
181 C -3.4349 -1.5775 2.7897
182 N -3.9333 -2.2203 1.5574
183 C -3.0005 -2.0912 0.3983
184 C -5.1585 -2.7855 1.5013
185 O -5.6167 -3.2955 0.4480
186 H -2.5551 -2.1200 3.1357
187 H -4.1305 -1.6798 3.6226
188 H -3.1279 -0.5449 2.6231
189 H -3.3200 -2.8257 -0.3410
190 H -3.1148 -1.0964 -0.0321
191 H -1.9620 -2.3015 0.6541
192 H -5.6158 -2.7470 2.5020
193 C -0.4158 -5.3485 5.3359
194 N -0.6769 -5.5766 3.9275
195 C -0.0238 -6.6897 3.3522
196 C -1.4866 -4.7823 3.1990
197 O -1.7322 -4.9646 2.0233
198 H -1.2773 -5.6720 5.9200
199 H -0.3265 -4.2732 5.4906
200 H 0.4332 -5.8974 5.7433
201 H -0.2800 -7.5738 3.9360
202 H -0.3829 -6.9156 2.3482
203 H 1.0557 -6.5549 3.2850
204 H -1.8459 -3.9593 3.8360
205 C 3.4045 -0.8698 8.0289
206 N 2.6679 -0.3261 6.8732
207 C 3.3337 -0.3733 5.5529
208 C 1.4116 0.0636 7.0801
209 O 0.7052 0.5880 6.1531
210 H 2.7444 -1.5068 8.6176
211 H 3.9432 -0.1561 8.6522
212 H 4.1250 -1.6323 7.7331
213 H 2.6815 0.0263 4.7763
214 H 4.3396 0.0457 5.5807
215 H 3.5908 -1.4159 5.3653
216 H 1.0552 -0.0947 8.1097

Summary:
SMILES	CCOP(=O)(OCC)OCC.CCOP(=O)(OCC)OCC.CCOP(=O)(OCC)OCC.CCOP(=O)(OCC)OCC.CCOP(=O)(OCC)OCC.CCOP(=O)(OCC)OCC.CN(C)C=O.CN(C)C=O.CN(C)C=O.CN(C)C=O.CN(C)C=O
gap between HOMO and LUMO	9.2	eV
charge	0
multiplicity	1

Here are the Mulliken charges for atoms 1 to 6, given in e: -1.591, 0.095, 0.014, 0.846, -0.885, -0.108


Total energy, record by record: -2996.6181 -6522.6058 Eh
HOMO energy, record by record: -7.58 -9.22 eV
Molecular weight, record by record: 972.63 1458.41 g/mol